DFT (ωB97M-V/def2-TZVPD) results for a structure of composition C35H34N6ReSSe2Si2.

Structure (XYZ):
```
81
Properties=species:S:1:pos:R:3
Re -0.0700 -0.1420 -0.4642
Se -0.9596 0.5479 4.0394
Se -1.6207 1.1664 1.9071
S 2.5955 1.2773 3.0841
Si -1.1345 1.5125 -2.0674
Si 1.9885 0.3583 -1.9549
N -1.7308 -1.1764 -1.1682
N 1.2361 0.5146 0.8004
N 4.4272 -2.9564 5.6077
N -2.1573 -1.4405 2.5983
N -6.1612 -1.4424 0.6133
N -0.0583 2.9244 0.5435
C 1.6958 -3.1398 3.4857
C -1.5593 -2.1511 4.8055
C 0.7794 3.9235 0.3302
C -2.0644 -3.4092 4.5541
C 3.8147 -2.8724 4.6395
C 0.9486 4.1367 -4.5745
C -2.4494 2.7141 -1.3328
C 1.8241 0.8069 1.7847
C 1.4643 -2.5245 1.1518
C 3.6013 -2.2798 2.2789
C -4.0089 -2.7144 -1.7922
C -2.0712 0.6964 -3.5641
C -2.6105 -3.6732 3.3017
C -0.0273 3.5436 -3.7935
C -4.0353 -1.7471 -0.7805
C 1.5398 1.8770 -3.0492
C 2.8266 -2.1741 1.1526
C -1.6244 -1.2027 3.7892
C 3.0433 -2.7654 3.4680
C -2.8917 -1.0051 -0.5164
C 0.2509 2.4174 -3.0298
C 1.2031 4.7712 1.3426
C -0.5226 2.7395 1.7654
C 3.6181 0.9479 -1.0890
C 2.5148 2.4861 -3.8322
C 0.6996 4.5771 2.6216
C -2.8115 -2.8905 -2.4682
C 2.5091 -1.1427 -3.0614
C 0.9274 -3.0186 2.3515
C 0.6644 -2.3858 -0.0482
C -2.6320 -2.6572 2.3660
C -1.7129 -2.1245 -2.1358
C 2.2262 3.6054 -4.5924
C -0.2012 3.5490 2.8426
C -5.2062 -1.5548 -0.0096
H -1.1209 -1.8877 5.7552
H -0.7692 -2.2477 -2.6542
H -0.6338 3.3776 3.8204
H 3.4819 1.9300 -0.6446
H -2.0468 3.7151 -1.2296
H -2.7730 2.3946 -0.3425
H 1.2352 -2.6404 -0.9430
H 3.5149 2.0795 -3.8480
H 3.2580 -1.8017 0.2352
H 1.9076 5.5638 1.1403
H 1.1332 4.0196 -0.6876
H 1.6602 -1.6490 -3.5076
H 4.6420 -1.9874 2.2498
H -1.4654 -0.0612 -4.0526
H -3.0125 -4.6431 3.0608
H 4.4274 1.0220 -1.8096
H -0.1087 -3.3281 2.3805
H 3.0760 -1.8692 -2.4885
H -2.0303 -4.1763 5.3117
H -3.0134 0.2380 -3.2741
H 2.9973 4.0652 -5.1929
H 1.0003 5.2159 3.4389
H 3.9424 0.2783 -0.2998
H 3.1417 -0.7909 -3.8687
H -4.8892 -3.2915 -2.0225
H -3.3300 2.7637 -1.9655
H -3.0488 -2.8251 1.3823
H -0.2530 -2.9789 0.0097
H -2.9353 -0.2475 0.2618
H -2.7323 -3.6275 -3.2518
H -2.2935 1.4529 -4.3098
H 1.2655 -3.5345 4.3973
H -1.0234 3.9600 -3.7819
H 0.7160 5.0063 -5.1727
```

Output
E_HOMO (spin up / spin down): -6.7329 / -7.5154 eV
Orbital gap (spin up / spin down): 5.5972 / 6.0764 eV
Spin multiplicity: 4

***

DFT (ωB97M-V/def2-TZVPD) results for a structure of composition C24H43N2P3S2Zr.

Structure (XYZ):
```
75
Properties=species:S:1:pos:R:3
Zr -0.9597 0.0557 -0.0192
S -4.5242 2.2018 -2.6267
S 5.3265 -0.4317 -0.8355
P -2.0614 -2.2895 0.2572
P -0.8149 1.4926 2.2707
P 1.2072 -1.1561 0.8242
N -2.9306 1.1853 -0.7896
N -1.8649 2.3239 -2.6327
C -5.2121 1.7086 -1.0757
C -4.2528 1.1171 -0.2394
C 1.2167 -2.2672 2.2736
C 0.3513 2.9019 2.1509
C 7.2387 1.2185 -1.9473
C 6.3097 0.1807 -2.1471
C 7.9771 1.7092 -3.0243
C 6.1703 -0.3923 -3.4264
C -6.8854 1.4384 0.6247
C -5.9417 0.8214 1.4527
C -0.4240 -0.6598 -2.0896
C -4.6166 0.6363 1.0228
C 2.4925 0.0538 1.3065
C -2.3514 -2.6416 2.0375
C -0.2004 0.6899 3.8056
C -1.2714 -3.8532 -0.2776
C 7.8099 1.1670 -4.3044
C -6.5242 1.8849 -0.6534
C -3.7640 -2.5095 -0.3728
C 0.5427 0.3751 -1.7041
C -2.2724 2.3594 2.9552
C -2.9593 1.8616 -1.9502
C 6.9148 0.1035 -4.4998
C 2.1191 -2.2127 -0.3687
H -2.9222 -3.5780 2.1079
H 2.1815 0.6335 2.1821
H 1.6163 0.1615 -1.6214
H 0.7877 -1.7671 3.1506
H -2.8146 2.8759 2.1576
H 5.3887 0.6523 -0.0151
H -0.3640 1.3740 4.6486
H -2.9605 1.6490 3.4270
H 8.3738 1.5642 -5.1506
H -2.0772 2.9529 -3.4045
H 7.3542 1.6230 -0.9433
H -0.7593 -0.2345 3.9935
H -1.9476 3.1045 3.6931
H -1.9691 -4.6734 -0.0529
H -7.9107 1.5778 0.9639
H 3.4259 -0.4737 1.5460
H 8.6877 2.5201 -2.8651
H -3.8056 -2.2347 -1.4350
H 0.4140 1.3543 -2.1859
H -0.3273 -4.0265 0.2563
H -1.2359 -0.3438 -2.7677
H -1.0803 -3.8214 -1.3585
H 1.4910 -3.0440 -0.7117
H 1.3721 2.5592 1.9550
H -4.4632 -1.8717 0.1863
H -2.9336 -1.8234 2.4835
H -7.2238 2.3723 -1.3286
H 6.7902 -0.3442 -5.4872
H 5.4680 -1.2188 -3.5548
H 0.8671 0.4555 3.7487
H 0.3277 3.4635 3.0940
H 2.6870 0.7547 0.4861
H 3.0109 -2.6258 0.1249
H 2.2610 -2.5382 2.4885
H -1.4025 -2.7446 2.5786
H 2.4481 -1.6464 -1.2468
H -3.8614 0.1555 1.6578
H -4.0522 -3.5657 -0.2587
H -0.1205 -1.6971 -2.2764
H 0.6490 -3.1823 2.0654
H -6.2347 0.4837 2.4473
H 0.0406 3.5589 1.3301
H -1.0216 2.5359 -2.1055
```

Output
E_HOMO (spin up / spin down): -17.7661 / -17.7648 eV
Orbital gap (spin up / spin down): 2.0496 / 2.0478 eV
Net charge: +4

***

DFT (ωB97M-V/def2-TZVPD) results for an isolated molecule of C24H28N6O3S2.

Structure (XYZ):
```
63
Properties=species:S:1:pos:R:3
S 1.8331 -0.0367 3.5292
S -2.8248 1.5764 -1.8104
O -3.9730 2.1479 -2.4418
O -1.3810 0.7938 4.8364
O -1.5252 2.0273 -2.2074
N 1.7237 2.0057 1.7369
N -0.7838 1.7886 2.8636
N 2.2710 2.3524 0.5596
N -2.9650 -0.0770 -2.1178
N -2.8604 -2.1921 -1.3437
N 3.0679 0.3891 1.1154
C -0.5491 1.2545 4.0891
C -2.1885 -3.3719 -0.8654
C 1.1394 0.6493 -3.6300
C 1.8887 1.2691 -2.6467
C 3.8434 1.3685 -1.0823
C -1.5493 -3.2384 0.5214
C 2.2032 0.8337 2.0703
C 3.0713 1.3996 0.1833
C -1.9606 1.6969 2.1265
C -0.7767 -0.8295 -1.3235
C 3.0382 0.6657 -2.1523
C -2.9856 1.6396 -0.0341
C 0.9338 1.2612 4.4476
C -0.3224 -1.0490 0.1213
C -2.2385 -1.1085 -1.5486
C 2.6668 -1.1985 -3.6240
C -3.2027 1.4279 2.7001
C -1.8632 1.8274 0.7384
C -4.2211 1.3663 0.5209
C 3.7686 -0.8618 1.0773
C 3.4196 -0.5748 -2.6425
C -0.2029 -2.5198 0.5084
C 1.5281 -0.5874 -4.1200
C -4.3228 1.2789 1.8995
H -2.9585 -4.1484 -0.8280
H -5.2783 1.0757 2.3576
H -2.2421 -2.7078 1.1780
H 0.0440 2.1055 2.3373
H 3.3985 -1.4732 0.2518
H 4.0246 2.4013 -1.3836
H 4.8379 -0.6888 0.9451
H -3.2782 1.3207 3.7695
H 4.7990 0.8642 -0.9277
H 3.6026 -1.3858 2.0171
H -5.0734 1.2364 -0.1256
H -0.5672 0.1929 -1.6288
H -1.0175 -0.5575 0.8051
H 1.4106 2.2125 4.2189
H 1.0522 1.0033 5.4992
H 0.2459 1.1312 -3.9949
H -0.9218 2.0546 0.2619
H 0.4714 -3.0262 -0.1882
H 0.6536 -0.5724 0.2382
H -1.4056 -4.2427 0.9259
H 0.2400 -2.5844 1.5062
H 4.3165 -1.0524 -2.2707
H 0.9448 -1.0740 -4.8877
H -1.4217 -3.6892 -1.5852
H -0.2063 -1.4973 -1.9784
H -3.9225 -0.3347 -2.3117
H 2.9753 -2.1624 -4.0027
H 1.5757 2.2246 -2.2539
```

Output
E_HOMO: -8.8041 eV
Orbital gap: 9.0939 eV
SMILES: Cn1c(Cc2ccccc2)nnc1SCC(=O)Nc1cccc(S(=O)(=O)NC2=NCCCCC2)c1

***

DFT (ωB97M-V/def2-TZVPD) results for a cluster of 9 separate species, C30H57Br6NO5 in total.

Structure (XYZ):
```
99
Properties=species:S:1:pos:R:3
Br -0.5258 -0.7687 -1.1741
Br 2.3398 -4.0881 -0.1419
Br -3.4322 3.5166 -2.2870
Br -3.2333 -0.9012 -3.6747
Br 2.9636 -4.7934 4.4498
Br -0.9430 1.3353 1.5014
O 0.9223 3.7939 -1.4747
O -1.0931 -2.4666 2.8390
O -5.8898 3.9214 1.1047
O -0.5077 -4.6870 -2.4831
O 3.7703 -0.9623 -2.1706
N 4.2076 2.7325 4.4119
C -2.6389 -4.9558 -3.2050
C -5.5132 2.1874 2.5724
C 0.5940 0.0786 1.2495
C 2.1094 3.8313 -0.7669
C 4.2544 -1.7878 -3.1962
C 2.2284 2.4400 3.5603
C 5.6668 -1.2773 -3.4501
C 0.9336 0.0678 -0.2036
C 0.8043 4.8755 -2.4041
C 3.8883 3.8903 3.8543
C 3.0736 4.2678 -1.8930
C -1.7729 -4.9337 -1.8657
C 5.4239 0.2757 -3.4332
C 2.2419 5.3501 -2.5507
C 3.1437 1.8759 4.3805
C -4.6542 4.2136 1.6991
C -0.6218 -3.7850 -3.5557
C 3.1095 -4.9599 2.5251
C -2.7764 -3.0540 4.3874
C -1.3929 -2.3457 4.1836
C -6.3750 2.5853 1.4242
C -2.6964 1.0099 -3.3689
C 2.6617 3.7292 3.3552
C -3.8683 1.6127 -2.5178
C -1.8901 -4.1388 -4.2462
C 2.0867 -4.0267 1.7874
C -4.2073 2.8397 2.2353
C -2.1759 -3.1226 2.0800
C -3.4368 -2.8397 2.9977
C 4.2326 0.3702 -2.4859
H 0.2326 5.7090 -1.9961
H -1.9568 -4.1900 2.1068
H -3.9905 4.3841 0.8514
H -1.4912 -1.3207 4.5410
H 4.4652 0.8982 -1.5611
H -1.5730 -4.7245 -5.1090
H 1.3146 1.9757 3.2201
H 0.2143 -0.8819 1.5978
H 6.2620 0.8860 -3.0968
H -2.4935 -3.2594 -4.4711
H 5.1234 0.6153 -4.4244
H -6.1926 1.8393 0.6506
H -7.3973 2.7536 1.7627
H 3.2111 0.8805 4.7940
H -3.5372 2.9280 3.0904
H 3.7129 -1.8364 -4.1410
H 4.5899 4.6942 3.6872
H -3.9346 1.2042 -1.5094
H 6.0073 -1.5266 -4.4551
H -2.6665 -4.1244 4.5615
H -4.8278 4.8566 2.5619
H -2.5191 -6.0142 -3.4363
H 2.9045 -6.0007 2.2745
H -5.9645 2.4408 3.5316
H -3.3220 -2.7668 5.2863
H 2.0031 4.4043 2.8291
H 1.9390 -0.3098 -0.3896
H 3.9976 4.6861 -1.4937
H 5.0963 2.5987 4.8729
H -1.8389 -5.8313 -1.2507
H 4.1128 -4.6369 2.2470
H 3.1954 3.3997 -2.5409
H 4.3216 -2.7973 -2.7905
H 2.3451 2.9003 -0.2514
H -2.5827 1.3851 -4.3859
H 1.4141 0.3643 1.9082
H -3.7547 2.1699 1.5041
H -0.4429 -2.7418 -3.2951
H 0.1882 -3.9193 -4.2726
H 1.1033 -4.3941 2.0805
H -2.2772 -2.6827 1.0879
H -3.7491 -1.8065 2.8463
H -1.6799 1.1121 -2.9887
H -3.6572 -4.7150 -2.8996
H 3.3952 0.9659 -2.8493
H 2.5118 6.2021 -1.9267
H 6.3807 -1.6198 -2.7011
H 2.1422 -2.9587 1.9981
H -1.9633 -4.1375 -1.1461
H 2.4462 5.6651 -3.5740
H 1.9900 4.6246 -0.0290
H -5.4168 1.1117 2.4248
H -4.8504 1.4908 -2.9746
H -0.6567 -2.9176 4.7485
H 0.9198 1.1064 -0.5339
H 0.3850 4.5242 -3.3469
H -4.1998 -3.5692 2.7260
```

Output
E_HOMO: -8.4137 eV
Orbital gap: 8.9430 eV
SMILES: c1cc[nH]c1.C1CCOC1.C1CCOC1.C1CCOC1.C1CCOC1.C1CCOC1.BrCCBr.BrCCBr.BrCCBr

***

DFT (ωB97M-V/def2-TZVPD) results for a cluster of 13 separate species, H26O13 in total.

Structure (XYZ):
```
39
Properties=species:S:1:pos:R:3
O 12.0185 -1.5446 -15.2018
O 13.3192 -3.4729 -17.3967
O 16.4641 -1.9898 -12.1102
O 18.6310 -2.0048 -14.7718
O 16.3971 -5.0019 -12.0590
O 13.4571 -1.6220 -13.0403
O 15.6962 -2.0971 -16.8469
O 13.1433 -4.8271 -11.7889
O 14.7889 0.3621 -16.5277
O 15.0823 -5.5424 -16.6636
O 12.4750 -4.6749 -14.8551
O 16.7559 -0.1605 -14.2466
O 14.8416 -3.4983 -14.6319
H 12.7002 -4.9052 -12.6338
H 15.0550 -5.3379 -15.7288
H 17.7557 -1.6281 -14.6809
H 17.3918 -1.9864 -11.8743
H 12.6641 -1.8665 -14.5727
H 16.3617 -0.6498 -13.5245
H 15.4121 -6.4401 -16.7033
H 16.0050 -1.8633 -11.2799
H 19.0610 -1.8166 -13.9376
H 13.3637 -4.3233 -14.9081
H 11.9112 -3.9389 -15.0933
H 14.4848 -2.9151 -13.9621
H 15.2525 -2.9115 -15.2668
H 14.0007 0.2553 -17.0603
H 13.7842 -5.5380 -11.7874
H 16.4561 -2.2654 -17.4041
H 13.0717 -1.4967 -12.1732
H 12.3898 -1.7589 -16.0577
H 15.1789 -0.5115 -16.4982
H 13.6858 -4.3552 -17.3387
H 16.0604 0.4237 -14.5486
H 12.7633 -3.4947 -18.1756
H 16.3021 -5.1019 -13.0062
H 15.0237 -2.6963 -17.1708
H 14.2106 -1.0320 -13.0557
H 15.9409 -4.1851 -11.8569
```

Output
E_HOMO (spin up / spin down): -13.3745 / -13.3701 eV
Orbital gap (spin up / spin down): 10.1262 / 2.4527 eV
Net charge: +1
Spin multiplicity: 2

***

Number 1: DFT total energy -205199.6143 eV. Number 2: DFT total energy -79342.1926 eV. Number 3: DFT total energy -62096.8424 eV. Number 4: DFT total energy -464012.0646 eV. Number 5: DFT total energy -27029.8358 eV.